1.
DFT (ωB97M-V/def2-TZVPD) results for C27H25CoN8O7PS2 as an isolated structure at a distorted geometry.

Structure (XYZ):
```
71
Properties=species:S:1:pos:R:3
Co -1.452 0.629 0.488
S -5.073 1.148 1.034
S -1.559 -2.630 1.365
P 1.099 0.450 0.028
O -1.281 4.912 0.887
O -5.624 2.248 0.214
O -0.216 -2.705 1.866
O -0.187 3.397 1.943
O -1.921 -1.440 -2.160
O -1.950 0.201 3.376
O -2.658 -2.421 2.249
N -1.517 2.755 0.321
N -0.876 0.510 2.569
N -1.656 -1.461 0.176
N -3.409 4.174 -0.265
N -0.986 3.724 1.107
N -3.677 0.746 0.958
N -2.848 2.325 -1.469
N -2.566 0.963 -1.398
C 2.372 3.997 -2.665
C 1.694 1.777 -1.085
C 3.568 1.147 1.383
C 1.941 4.198 -1.363
C 2.515 2.697 -3.170
C 1.768 -1.070 -0.672
C 1.188 -1.548 -1.830
C -2.113 -4.415 -2.009
C -2.056 -6.205 -0.348
C 1.700 -2.709 -2.429
C 1.598 0.924 2.773
C -1.800 -3.982 0.334
C -1.973 -3.543 -0.953
C 0.207 0.566 3.217
C 2.876 -1.705 -0.085
C 2.381 1.310 3.847
C 4.353 1.528 2.496
C -2.239 -5.758 -1.685
C 2.185 0.850 1.477
C -2.565 3.138 -0.407
C 2.122 1.593 -2.399
C -1.762 -5.319 0.709
C -1.858 -2.031 -1.085
C 1.621 3.063 -0.618
C 3.701 1.624 3.722
C 3.323 -2.880 -0.636
C 2.749 -3.365 -1.795
H 5.436 1.664 2.436
H 0.231 0.367 4.274
H -2.429 -6.475 -2.451
H -3.407 0.397 -1.292
H 1.389 3.216 0.431
H 4.092 -3.431 -0.167
H -2.010 0.701 -2.202
H 1.241 -3.066 -3.329
H 2.790 2.522 -4.183
H -2.728 0.209 2.740
H -2.314 -4.013 -2.990
H -3.697 2.599 -1.950
H -3.188 4.933 0.397
H 4.036 1.088 0.411
H 1.938 1.335 4.845
H -4.383 3.936 -0.504
H -1.618 -5.694 1.722
H 3.292 -1.380 0.857
H 2.703 4.810 -3.358
H 2.169 0.565 -2.784
H 0.303 -1.072 -2.268
H 4.371 1.763 4.602
H 1.739 5.173 -0.903
H 3.058 -4.302 -2.232
H -2.152 -7.245 -0.113
```

Properties
Frontier orbital gap (spin up / spin down), eV: 8.37 / 8.68
Electronic energy, Ha: -4528.983369
HOMO level (spin up / spin down), eV: -8.4856 / -8.8194
Max |F|, eV/A: 2.4
Spin multiplicity: 4

2.
DFT (ωB97M-V/def2-TZVPD) results for C27H25N2O3PRe as an isolated structure.

Structure (XYZ):
```
59
Properties=species:S:1:pos:R:3
Re 0.117 -0.366 -0.219
P 2.156 0.478 -1.343
O -1.867 -3.159 1.924
O -1.403 -1.314 0.735
O 1.738 -0.957 3.626
N 0.016 1.212 1.481
N 1.064 -1.230 1.443
C 3.315 -0.629 -2.192
C 3.929 3.446 0.854
C 1.684 3.277 -4.310
C 0.359 3.587 -4.174
C 3.796 -2.753 -3.219
C 0.450 -2.525 1.686
C 5.468 -1.028 -3.197
C 4.727 2.714 1.722
C 4.045 0.680 0.641
C -2.012 1.545 -1.370
C -1.833 3.231 -3.084
C 4.600 -0.192 -2.514
C 5.066 -2.308 -3.552
C -0.457 2.930 -3.223
C -0.680 1.199 -1.455
C -1.082 -2.371 1.462
C 0.116 1.931 -2.393
C 3.181 2.800 -0.123
C -0.401 -1.592 -1.903
C -2.588 2.555 -2.171
C 4.788 1.329 1.612
C 1.374 -0.504 2.555
C 1.146 1.003 2.412
C 2.268 2.306 -3.477
C 2.921 -1.918 -2.539
C 3.236 1.415 -0.229
C 1.504 1.663 -2.538
H 4.928 0.797 -2.218
H 5.400 0.753 2.292
H 2.290 3.778 -5.054
H 5.748 -2.961 -4.080
H -1.493 -1.585 -1.949
H 3.885 4.524 0.937
H -0.070 2.174 1.171
H 2.552 3.372 -0.795
H -2.661 1.004 -0.687
H 5.302 3.221 2.485
H 3.484 -3.755 -3.480
H 0.949 1.410 3.403
H -0.092 4.342 -4.807
H -0.106 -2.642 -1.775
H -2.269 3.996 -3.715
H 2.031 1.491 2.006
H -3.642 2.779 -2.065
H 3.321 2.072 -3.580
H 6.464 -0.683 -3.444
H 4.070 -0.402 0.571
H 0.629 -2.881 2.700
H -0.858 0.967 1.942
H -0.036 -1.256 -2.877
H 0.805 -3.287 0.987
H 1.935 -2.268 -2.272
```

Properties
Frontier orbital gap (spin up / spin down), eV: 7.69 / 7.76
Electronic energy, Ha: -1798.777716
HOMO level (spin up / spin down), eV: -7.7398 / -8.4828
Max |F|, eV/A: 0.8
Spin multiplicity: 4

3.
DFT (ωB97M-V/def2-TZVPD) results for a 2-piece molecular cluster, C27H25NO6 overall at a distorted geometry.

Structure (XYZ):
```
59
Properties=species:S:1:pos:R:3
O -0.750 -3.435 3.117
O -0.086 -5.603 -2.876
O 4.820 -0.701 -3.102
O 1.465 -2.664 3.368
O 2.911 -3.097 1.725
O -1.693 -3.748 1.102
N -0.523 -6.300 -0.133
C 3.258 -0.657 -1.210
C 4.252 -7.564 -2.647
C -0.700 -3.458 1.741
C 0.726 -3.326 -0.230
C 3.696 -6.190 -4.568
C 3.753 -1.194 -2.424
C -1.641 -7.470 1.627
C -2.891 -7.162 1.080
C 1.740 -2.576 -0.973
C -0.477 -7.023 1.037
C 5.489 0.474 -2.583
C 0.678 -5.766 -0.658
C 3.065 -7.164 -2.016
C -0.060 -2.575 5.226
C 3.125 -2.337 -2.973
C 2.484 -5.852 -3.965
C 2.174 -6.300 -2.670
C -1.742 -6.076 -0.736
C 1.746 -2.954 2.048
C 2.109 -2.951 -2.284
C 4.588 -7.046 -3.905
C 0.092 -2.400 3.711
C 2.308 -1.365 -0.489
C -0.346 -1.015 3.247
C 0.593 -3.145 1.133
C -2.922 -6.459 -0.120
C 0.834 -5.901 -2.079
H 6.349 0.595 -3.245
H -1.547 -8.061 2.535
H -1.392 -0.855 3.542
H -3.854 -6.181 -0.612
H 1.767 -5.224 -4.497
H 1.989 -0.963 0.475
H 0.274 -0.253 3.737
H 0.224 -3.593 5.507
H 4.830 1.353 -2.639
H 1.576 -3.767 -2.756
H 3.925 -5.795 -5.558
H 5.818 0.324 -1.544
H 5.516 -7.352 -4.391
H 4.908 -8.281 -2.145
H -0.192 -3.565 -0.778
H -3.811 -7.476 1.568
H 0.528 -7.178 1.433
H 3.471 -2.707 -3.937
H -1.720 -5.539 -1.677
H 1.550 -5.982 -0.025
H 0.572 -1.863 5.763
H -1.105 -2.408 5.508
H 2.809 -7.527 -1.019
H -0.255 -0.907 2.158
H 3.652 0.283 -0.816
```

Properties
Frontier orbital gap, eV: 6.85
Electronic energy, Ha: -1550.004722
HOMO level, eV: -7.3932
Max |F|, eV/A: 2.1

4.
DFT (ωB97M-V/def2-TZVPD) results for C27H25NO8P2PdSSe as an isolated structure.

Structure (XYZ):
```
66
Properties=species:S:1:pos:R:3
Pd 0.424 1.235 0.928
Se 2.644 1.400 -0.507
S -2.387 0.038 -0.247
P -1.911 3.370 1.182
P 0.778 3.590 2.155
O -1.073 -0.303 0.460
O 1.441 3.383 0.803
O 1.530 4.744 2.926
O -2.389 2.317 2.296
O -0.693 4.168 1.990
O -2.953 4.333 0.825
O 0.771 2.257 2.887
O -1.196 2.523 0.137
N 3.243 -5.343 3.356
C 1.462 -0.605 1.530
C -5.075 2.380 -2.895
C -3.560 0.264 -3.860
C -3.126 -1.601 -0.546
C -2.200 -2.603 -1.167
C 1.907 -1.580 0.650
C -0.328 -4.115 -1.000
C 4.116 1.421 0.654
C -0.462 -4.443 -2.343
C 1.479 -0.868 2.896
C 5.373 1.172 0.097
C -4.701 0.667 -4.540
C 2.865 -4.328 2.969
C -2.334 -2.943 -2.512
C -1.469 -3.857 -3.099
C -3.169 0.912 -2.692
C 6.355 1.422 2.273
C 6.490 1.164 0.913
C -1.190 -3.198 -0.414
C -1.935 0.476 -1.941
C 3.976 1.688 2.017
C 1.931 -2.088 3.376
C -5.464 1.720 -4.054
C 2.381 -2.796 1.115
C 5.103 1.689 2.819
C -3.931 1.983 -2.216
C 2.388 -3.057 2.484
H -6.355 2.033 -4.583
H -4.014 -1.419 -1.155
H 0.449 -4.576 -0.403
H 2.739 -3.550 0.424
H 7.231 1.418 2.910
H 0.964 5.272 3.500
H -3.617 2.515 -1.323
H -1.587 -4.119 -4.144
H 1.934 -2.298 4.439
H -3.135 -2.501 -3.095
H 1.870 -1.420 -0.423
H 1.137 -0.116 3.596
H 7.464 0.963 0.488
H -3.455 -1.909 0.448
H 5.468 0.981 -0.966
H -1.070 -2.931 0.630
H -1.428 -0.374 -2.398
H -1.236 1.301 -1.799
H -3.077 2.695 2.854
H -4.991 0.161 -5.452
H 0.208 -5.163 -2.797
H 3.000 1.896 2.433
H -5.657 3.212 -2.520
H -2.956 -0.550 -4.247
H 5.004 1.896 3.876
```

Properties
Frontier orbital gap (spin up / spin down), eV: 8.31 / 6.33
Electronic energy, Ha: -5310.886227
HOMO level (spin up / spin down), eV: -8.0210 / -9.1669
Max |F|, eV/A: 0.6
Spin multiplicity: 5

5.
DFT (ωB97M-V/def2-TZVPD) results for C27H26BIrN9O2S3Sb as an isolated structure at a distorted geometry.

Structure (XYZ):
```
70
Properties=species:S:1:pos:R:3
Ir -2.291 -1.415 1.873
Sb -4.295 -3.645 0.393
S -4.730 -1.332 1.427
S -5.569 -5.133 1.810
S -2.331 -3.728 1.919
O -1.986 -1.638 -0.248
O 0.075 -0.787 -0.559
N -2.367 0.543 1.323
N -1.723 1.535 2.052
N -0.218 2.468 3.881
N -1.876 0.425 4.226
N 0.408 3.487 3.195
N 0.074 -0.034 2.867
N 1.165 -0.940 -2.976
N -2.525 -0.743 3.734
N -0.422 -1.297 2.533
C 0.635 -2.127 2.221
C -3.823 0.238 5.282
C 2.297 1.758 -3.170
C 1.424 -0.101 2.758
C 0.041 -1.610 -3.449
C -1.606 2.582 1.212
C 0.946 3.586 5.401
C -2.574 -2.356 -4.382
C 3.087 0.532 -3.420
C 4.403 0.557 -3.708
C 3.048 -1.808 -4.116
C 5.141 -0.592 -4.067
C 5.195 1.856 -3.644
C 0.067 2.547 5.233
C 1.806 -1.366 2.373
C -2.778 1.057 5.003
C 1.041 4.227 4.102
C -1.433 -2.443 -5.154
C -3.742 -0.833 4.394
C -2.363 2.379 0.079
C 4.450 -1.775 -4.308
C -2.798 1.074 0.166
C -0.171 -2.034 -4.726
C 2.407 -0.725 -3.540
C -2.380 -2.035 -2.996
C -1.118 -1.669 -2.535
C -0.969 -1.337 -0.996
B -0.861 1.171 3.282
H 2.857 -1.658 2.242
H 4.959 -2.696 -4.693
H 1.531 5.090 3.732
H 6.230 -0.474 -4.152
H -0.299 1.935 6.067
H -2.526 3.066 -0.729
H 0.444 -3.145 1.996
H 1.435 3.967 6.272
H -4.332 -1.724 4.281
H 2.491 -2.744 -4.375
H 2.096 0.721 3.093
H 4.718 2.633 -4.257
H -3.251 -1.969 -2.320
H -1.567 -2.727 -6.190
H 6.140 1.705 -4.126
H 0.653 -2.097 -5.429
H -0.946 3.403 1.600
H 1.419 1.929 -3.820
H 5.238 2.169 -2.591
H -2.500 2.096 5.337
H 2.928 2.650 -3.164
H 1.087 -0.715 -1.967
H -3.307 0.556 -0.682
H -3.527 -2.729 -4.671
H -4.638 0.465 5.926
H 1.908 1.771 -2.128
```

Properties
Frontier orbital gap (spin up / spin down), eV: 5.97 / 4.59
Electronic energy, Ha: -3251.500723
HOMO level (spin up / spin down), eV: -8.3978 / -10.5285
Total charge: +1
Max |F|, eV/A: 5.5
Spin multiplicity: 6

6.
DFT (ωB97M-V/def2-TZVPD) results for C27H26BrN5O2Sc as an isolated structure.

Structure (XYZ):
```
62
Properties=species:S:1:pos:R:3
Br 5.960 -1.990 -2.378
Sc -0.366 -0.023 -0.316
O -2.938 3.288 0.532
O -1.695 1.421 0.694
N 1.738 -0.509 -1.127
N 3.120 -3.585 -4.686
N 0.880 0.703 1.583
N -1.139 3.085 -0.743
N -0.073 2.327 -1.241
C 4.214 -0.839 2.128
C -2.098 -2.112 1.224
C 1.504 -1.582 2.219
C 0.078 -2.018 2.207
C -0.356 -2.883 3.213
C -2.532 -2.983 2.215
C 3.223 0.094 1.869
C -1.100 -0.868 -2.712
C -3.851 2.752 1.524
C 2.154 -1.752 -0.844
C 3.859 -2.141 2.449
C 2.521 -2.497 2.496
C -1.992 -0.037 -1.932
C -1.931 2.522 0.200
C 0.744 -1.062 -4.293
C -0.793 -1.602 1.178
C 3.849 -0.106 -2.183
C 4.262 -1.395 -1.872
C 3.401 -2.235 -1.189
C 1.002 -2.365 -3.851
C 2.588 0.285 -1.791
C 0.165 -2.942 -2.901
C -1.654 -3.365 3.218
C -0.287 -0.338 -3.740
C -0.859 -2.205 -2.331
C 1.886 -0.274 1.915
C 2.157 -3.069 -4.329
H -1.980 -4.032 4.006
H -1.497 -2.671 -1.589
H -2.831 -0.573 -1.486
H 3.683 -3.247 -0.937
H -0.223 2.128 -2.228
H 4.623 -2.878 2.658
H 5.255 -0.546 2.090
H 1.270 1.637 1.654
H -4.620 3.507 1.630
H 1.364 -0.632 -5.069
H -2.332 0.870 -2.434
H -1.421 3.942 -1.192
H 0.107 0.647 2.244
H 0.787 2.856 -1.133
H -4.269 1.814 1.168
H 0.324 -3.171 4.007
H 1.451 -2.385 -0.317
H 4.493 0.574 -2.722
H -0.497 0.659 -4.115
H -3.548 -3.355 2.209
H 2.247 -3.520 2.724
H 3.490 1.120 1.637
H 2.239 1.281 -2.032
H 0.336 -3.965 -2.590
H -3.324 2.598 2.461
H -2.819 -1.823 0.462
```

Properties
Frontier orbital gap, eV: 7.66
Electronic energy, Ha: -4803.360155
HOMO level, eV: -10.4713
Total charge: +1
Max |F|, eV/A: 0.1

7.
DFT (ωB97M-V/def2-TZVPD) results for C27H26IrN5O4 as an isolated structure.

Structure (XYZ):
```
63
Properties=species:S:1:pos:R:3
Ir -0.500 0.057 0.274
O 2.340 1.549 2.754
O -1.638 1.980 -1.672
O -0.263 -3.718 -1.097
O -2.696 -0.852 2.548
N -1.885 1.283 -0.683
N 0.765 -1.187 1.165
N -2.477 -0.230 1.373
N 0.571 1.343 1.417
N -0.815 -1.553 -0.823
C 1.749 -0.666 1.951
C -0.560 3.508 1.955
C -0.045 -2.614 -0.430
C -0.661 4.875 1.724
C -2.837 4.904 2.749
C -1.793 5.571 2.122
C 2.777 -1.444 2.397
C -1.942 -1.088 -2.997
C -4.722 0.633 1.746
C -2.298 0.575 -5.194
C -0.855 -0.389 -3.532
C 0.711 2.806 1.545
C 1.556 0.768 2.081
C 2.830 -2.798 1.974
C -2.737 3.543 2.988
C -3.381 -0.128 -4.670
C -3.183 1.265 -0.250
C 1.848 2.929 2.585
C -3.204 -0.955 -3.573
C 1.920 -3.280 1.062
C -1.601 2.844 2.592
C -1.037 0.442 -4.623
C -3.454 0.521 0.968
C -1.770 -2.026 -1.833
C -4.197 2.015 -1.014
C 0.888 -2.440 0.611
C -1.168 -3.394 -2.208
H -1.931 -1.430 2.687
H -2.436 1.221 -6.051
H -4.049 -1.503 -3.169
H -4.049 3.091 -0.872
H -4.361 -0.035 -5.120
H -5.409 1.349 1.310
H 2.689 3.530 2.259
H 1.026 3.179 0.569
H 3.544 -1.025 3.034
H -4.056 1.831 -2.082
H -3.717 5.449 3.062
H -5.207 1.752 -0.719
H -1.893 -4.197 -2.282
H -4.486 0.941 2.766
H -1.860 6.635 1.941
H -2.737 -2.161 -1.338
H -0.195 0.984 -5.034
H 0.143 5.404 1.222
H -0.564 -3.341 -3.111
H 2.004 -4.283 0.664
H -1.506 1.790 2.831
H 1.493 3.261 3.556
H -5.209 -0.341 1.818
H -3.536 3.030 3.509
H 0.133 -0.492 -3.099
H 3.631 -3.433 2.325
```

Properties
Frontier orbital gap (spin up / spin down), eV: 5.65 / 5.61
Electronic energy, Ha: -1722.865083
HOMO level (spin up / spin down), eV: -12.4378 / -14.3588
Total charge: +2
Max |F|, eV/A: 0.5
Spin multiplicity: 5